38
Properties=species:S:1:pos:R:3:forces:R:3:mulliken_charge:R:1 method="wB97M-V/def2-TZVPD" max_force_ev_per_a=9.55 homo_energy_ev=-13.6 charge=+1 lumo_ha=-0.109 e_tot_ha=-897.61789 relative_energy_kj_mol=465.57
N 8.410000 14.618000 0.464000 4.44 -4.36 -0.28 -0.0095
H 7.727000 15.004000 -0.044000 -3.42 1.16 -2.48 0.3213
H 9.075000 13.892000 0.048000 -2.17 0.06 -0.04 0.1353
H 8.224000 14.363000 1.365000 -1.50 -1.30 3.18 0.1996
H 9.102000 15.250000 0.530000 2.85 4.19 0.45 0.3673
O 6.288000 16.870000 0.811000 -1.76 -0.90 -8.43 -0.6098
H 5.754000 16.074000 0.429000 1.23 1.98 1.84 0.3878
H 6.408000 16.765000 1.662000 0.63 -1.00 6.79 0.2402
O 7.274000 14.057000 3.492000 2.88 -4.47 -1.81 -0.5353
H 6.559000 13.631000 3.886000 -1.78 -1.77 1.04 0.2512
H 7.047000 14.894000 3.598000 -1.16 6.35 0.75 0.2782
O 10.555000 16.496000 3.552000 -4.55 -3.99 -2.04 -0.6020
H 11.447000 16.380000 3.507000 4.28 0.24 0.26 0.2811
H 10.345000 15.482000 3.140000 0.30 3.87 1.95 0.2980
O 10.821000 14.750000 -2.758000 -0.06 3.53 -3.79 -0.6910
H 11.509000 15.338000 -2.461000 0.46 0.39 -0.16 0.2915
H 10.792000 14.128000 -2.131000 -0.24 -4.16 3.83 0.3371
O 9.216000 16.423000 -1.380000 -0.94 1.97 2.87 -0.5914
H 9.464000 15.864000 -2.042000 2.18 -2.90 -3.01 0.3479
H 8.402000 16.709000 -1.755000 -1.31 1.27 0.06 0.3121
O 9.070000 11.439000 0.792000 1.36 0.33 1.97 -0.6315
H 9.987000 11.443000 1.196000 -1.67 0.03 -0.66 0.3070
H 9.269000 11.297000 -0.115000 0.15 -0.27 -1.39 0.2984
O 12.044000 15.561000 0.452000 -3.66 -1.34 -8.10 -0.4866
H 12.259000 16.232000 -0.241000 -0.23 -0.74 1.19 0.2527
H 12.430000 15.766000 1.181000 4.01 2.53 7.25 0.2077
O 5.167000 14.317000 0.441000 -0.19 0.18 -1.01 -0.6438
H 4.979000 13.618000 1.128000 -0.48 0.94 -1.96 0.2901
H 4.649000 14.395000 -0.433000 0.55 -1.27 2.68 0.3287
O 10.230000 13.704000 3.445000 -5.11 6.86 2.84 -0.4597
H 10.679000 13.009000 3.283000 5.22 -7.67 -2.27 0.1930
H 9.920000 13.533000 4.362000 -0.07 0.66 -0.82 0.2792
O 7.845000 13.554000 -1.970000 0.13 -0.57 0.19 -0.5140
H 7.406000 14.320000 -2.289000 -0.07 1.76 -0.51 0.2599
H 7.173000 12.944000 -2.255000 -0.13 -1.32 0.00 0.2576
O 11.294000 13.116000 -0.099000 -1.85 -1.69 -0.95 -0.4207
H 12.109000 12.733000 -0.341000 1.25 -2.02 -1.53 0.2693
H 11.744000 13.732000 0.403000 0.43 3.43 2.12 0.2031

---

43
Properties=species:S:1:pos:R:3:forces:R:3:mulliken_charge:R:1 method="wB97M-V/def2-TZVPD" max_force_ev_per_a=5.08 homo_energy_ev=-6.6 charge=-1 lumo_ha=0.076 e_tot_ha=-1274.13859 relative_energy_kj_mol=161.01
N -0.298953 -0.109953 0.010512 0.66 -4.63 1.98 0.3278
O -1.121953 0.306047 0.838512 0.44 1.32 -0.92 -0.3827
O -0.704953 -0.947953 -0.884488 -0.20 1.95 0.51 -0.8200
O 0.934047 -0.158953 0.293512 -1.41 1.54 -1.62 -0.0076
O -0.863953 0.833047 3.841512 1.42 0.34 -0.81 -0.6154
H -1.443953 0.582047 4.517512 -1.03 -0.51 2.03 0.2653
H -1.481953 0.828047 3.117512 -0.22 0.37 -0.99 0.3221
O -3.342953 1.135047 2.298512 -0.66 0.91 1.09 -0.7739
H -3.499953 0.254047 2.650512 -0.38 -0.22 0.16 0.4100
H -2.785953 0.919047 1.574512 0.71 0.05 -1.51 0.5050
O 0.472047 0.095047 -3.455488 0.49 0.52 -1.00 -0.6953
H 0.173047 0.982047 -3.279488 -0.18 0.31 0.37 0.3155
H -0.271953 -0.503953 -3.529488 -0.54 -0.32 -0.17 0.3703
O -3.378953 -1.453953 2.597512 -1.59 -1.29 -2.18 -0.7214
H -3.593953 -1.753953 1.662512 -0.55 0.75 1.52 0.3552
H -2.475953 -1.678953 2.512512 2.26 -0.17 0.76 0.3433
O -1.191953 -2.034953 -3.262488 -1.58 0.28 -1.71 -0.7340
H -2.039953 -1.728953 -3.701488 1.42 -0.60 1.23 0.3137
H -1.158953 -1.718953 -2.351488 -0.22 0.00 0.20 0.5683
O 4.140047 -0.405953 0.738512 1.48 -0.08 -0.41 -0.5944
H 3.749047 -0.038953 -0.050488 -1.26 0.32 -0.53 0.2783
H 5.039047 -0.479953 0.365512 -0.21 -0.30 0.74 0.2904
O 2.948047 1.470047 -1.152488 0.18 -0.49 -0.67 -0.5896
H 2.166047 1.912047 -1.487488 -0.40 -0.16 -0.09 0.2130
H 3.302047 2.062047 -0.509488 0.39 0.75 0.84 0.3223
O 1.886047 -0.845953 2.636512 0.12 -0.30 0.54 -0.6639
H 1.759047 -0.042953 3.144512 -0.14 0.11 0.20 0.2979
H 1.693047 -0.551953 1.740512 0.05 -0.06 0.07 0.3778
O 1.360047 2.539047 1.288512 1.51 0.91 -0.20 -0.6933
H 0.514047 2.662047 1.680512 -1.07 -0.32 0.34 0.3385
H 1.339047 1.817047 0.661512 -0.36 -0.58 0.04 0.1734
O 1.824047 -1.672953 -2.132488 0.88 -0.98 -0.15 -0.7307
H 1.586047 -1.461953 -1.236488 0.00 0.08 0.55 0.1839
H 1.236047 -1.110953 -2.635488 0.21 0.38 -0.16 0.4732
O 0.195047 2.402047 -1.832488 1.63 0.72 -1.39 -0.4708
H -0.628953 2.341047 -1.409488 -1.80 -0.22 1.21 0.2381
H 0.216047 3.296047 -2.206488 0.04 -0.25 0.21 0.2185
O -3.235953 0.520047 -1.207488 -0.36 1.24 -1.39 -0.6404
H -2.575953 -0.137953 -1.049488 0.96 -1.07 0.68 0.3465
H -2.849953 0.938047 -2.005488 -0.64 -0.15 0.57 0.3139
O 0.675047 -3.370953 0.352512 -0.40 -0.16 0.15 -0.6763
H 0.164047 -2.549953 0.260512 0.55 -0.30 -0.09 0.3045
H 1.576047 -3.132953 0.595512 -0.18 0.30 0.01 0.3427

---

40
Properties=species:S:1:pos:R:3:forces:R:3:mulliken_charge:R:1 method="wB97M-V/def2-TZVPD" max_force_ev_per_a=1.07 homo_energy_ev=-9.3 lumo_ha=-0.017 e_tot_ha=-1122.66687 relative_energy_kj_mol=87.22
Ne -18.369990 -11.109030 17.382090 0.02 0.20 0.00 0.0548
O -18.321920 -13.785220 16.951670 0.12 -0.25 0.21 -0.6484
H -19.196420 -13.586070 17.286060 -0.23 -0.09 0.37 0.2908
H -18.337270 -13.481930 16.043910 0.16 0.17 -0.64 0.3830
O -16.161550 -9.657320 19.775930 0.49 -0.16 0.08 -0.7969
H -17.086730 -9.876050 19.887420 -0.95 -0.10 0.05 0.4210
H -15.923800 -9.201260 20.583230 0.19 0.23 0.16 0.2953
O -14.860250 -12.213530 19.835610 0.18 -0.51 0.01 -0.6758
H -15.368340 -11.404480 19.776260 -0.19 0.72 -0.15 0.4084
H -14.736060 -12.350580 20.774770 0.11 -0.18 0.13 0.2926
O -21.605280 -11.373370 17.760130 0.03 0.57 0.04 -0.6598
H -21.943290 -12.053350 17.177370 -0.11 -0.12 -0.16 0.2982
H -21.066540 -11.846700 18.394130 0.08 -0.38 0.13 0.3516
O -20.445600 -13.840630 19.008870 -0.22 0.33 -0.19 -0.6554
H -20.490650 -14.720580 19.382890 -0.01 -0.32 -0.02 0.2755
H -20.056920 -13.305400 19.700740 0.33 0.09 0.28 0.2973
O -19.783470 -7.299250 15.912650 0.10 0.42 -0.20 -0.6249
H -19.973130 -7.826130 16.688960 -0.03 -0.18 0.35 0.3749
H -20.306260 -7.699110 15.217640 0.06 -0.07 -0.30 0.2888
O -18.313130 -9.629040 13.985460 -0.47 0.35 -0.08 -0.5951
H -18.357200 -10.265850 14.698740 0.28 -0.13 0.20 0.2862
H -17.987130 -10.129040 13.237150 0.27 -0.14 -0.09 0.3006
O -18.187220 -12.646550 14.242000 -0.05 0.03 0.30 -0.5976
H -19.068800 -12.391650 13.969840 -0.33 0.11 -0.14 0.3271
H -17.927620 -13.320580 13.613890 0.26 -0.23 -0.18 0.2460
O -15.430970 -13.199670 17.172280 0.18 -0.16 -0.53 -0.6693
H -16.372890 -13.029560 17.162680 -0.51 -0.24 0.08 0.2860
H -15.154630 -12.969880 18.059450 0.29 0.10 0.50 0.4172
O -14.818150 -11.008780 15.442330 0.18 0.17 -0.71 -0.6387
H -15.488360 -10.474150 15.868030 -0.05 0.45 0.29 0.2851
H -14.953430 -11.888490 15.794530 0.04 -0.44 0.41 0.3804
O -20.408210 -8.805520 18.196590 0.32 0.27 0.49 -0.8223
H -20.860320 -9.608950 17.939040 -0.49 -0.78 -0.52 0.4223
H -21.013430 -8.371870 18.798160 -0.34 0.42 0.00 0.3154
O -18.975040 -10.065070 20.112860 0.42 -0.69 0.70 -0.6849
H -19.451940 -10.116270 20.941220 0.07 -0.05 0.35 0.2749
H -19.559690 -9.582070 19.528800 -0.14 0.54 -0.88 0.4236
O -15.862140 -8.771840 17.189200 0.00 0.04 -0.56 -0.6147
H -16.032420 -8.923430 18.118860 0.12 -0.20 0.51 0.3650
H -16.502940 -8.108580 16.932890 -0.17 0.20 -0.29 0.3219

---

39
Properties=species:S:1:pos:R:3:forces:R:3:mulliken_charge:R:1 method="wB97M-V/def2-TZVPD" max_force_ev_per_a=6.89 homo_energy_ev=-8.9 lumo_ha=-0.007 e_tot_ha=-993.49949 relative_energy_kj_mol=718.70
H 0.795663 0.094599 -0.176905 -0.24 0.07 -0.30 0.2377
H 0.099233 0.449725 -1.480328 0.21 -0.30 -0.19 0.2952
H -2.592406 0.030652 -2.404543 0.10 -0.16 0.05 0.2862
H -1.522135 1.094509 -2.585564 0.04 -0.07 -0.09 0.2459
H 0.677237 3.217733 -0.228291 0.04 -0.22 0.04 0.2943
H -0.654247 3.050904 -0.941987 0.43 -0.43 -0.28 0.3109
H -2.011272 -0.690800 3.299647 -0.80 -0.08 0.31 0.2027
H -1.914127 0.678726 2.647728 0.18 0.04 -0.07 0.2607
H 4.702234 -0.024944 2.130119 0.48 -0.46 0.13 0.2821
H 3.683893 -0.563530 3.121556 -0.16 -0.32 -0.04 0.3405
H 1.025563 -2.115370 -3.855927 0.06 0.13 0.08 0.2697
H 0.079108 -1.497090 -2.840056 -0.06 -0.08 0.15 0.2428
H -0.086678 -0.612859 1.331404 -0.40 0.50 0.27 0.1321
H 0.987931 0.341743 1.825358 0.33 0.70 -0.24 0.1829
H -2.997200 1.929126 -4.323331 0.04 -0.06 -0.16 0.2870
H -3.453407 1.721082 -5.758126 0.10 0.02 -0.02 0.3101
H -0.776074 -3.357104 -0.696519 0.08 -0.07 -0.09 0.2871
H -1.149696 -1.925638 -0.348161 -0.11 0.10 -0.12 0.2839
H 0.494138 -3.864713 1.650003 0.34 0.11 0.22 0.3130
H -0.427065 -4.653761 2.565880 0.11 -0.07 -0.02 0.3097
H -1.391747 4.036931 0.092065 0.24 0.05 0.78 0.3986
H -2.875040 3.733449 0.225416 -0.01 0.15 0.18 0.2780
H 2.643724 0.963046 0.464373 -0.16 0.16 -0.07 0.3063
H 3.452992 1.091156 1.744497 -0.71 -0.09 -0.12 0.2915
H 1.560856 -1.434551 1.522981 0.48 -0.10 0.23 0.3279
H 0.897982 -1.482509 2.889853 -0.04 0.12 -0.02 0.3962
O 0.269124 0.786254 -0.593268 0.73 -1.52 -1.51 -0.4173
O -1.683513 0.151402 -2.701736 -0.19 0.17 0.00 -0.5093
O -0.222950 2.900869 -0.093186 -0.05 1.96 -0.04 -0.6797
O -1.501484 -0.192310 2.651100 -5.63 -1.97 3.45 -0.4496
O 3.963528 -0.639834 2.202333 1.71 -0.86 0.71 -0.5986
O 1.008753 -1.526908 -3.092763 0.12 0.02 -0.29 -0.5840
O 0.032253 0.253617 1.736453 5.32 0.80 -2.30 -0.4309
O -2.659884 1.810619 -5.218408 -0.21 0.09 0.05 -0.5913
O -0.727415 -2.455472 -1.033686 -0.16 -0.02 0.39 -0.5652
O 0.309071 -4.760783 1.952986 -0.38 -0.01 -0.13 -0.6238
O -2.196259 4.351139 0.519875 -1.21 0.54 -0.11 -0.6408
O 2.549751 0.991593 1.423198 -0.36 1.90 -0.90 -0.6378
O 1.609565 -1.880697 2.375960 -0.26 -0.72 0.08 -0.6445

---

39
Properties=species:S:1:pos:R:3:forces:R:3:mulliken_charge:R:1 method="wB97M-V/def2-TZVPD" max_force_ev_per_a=9.48 homo_energy_ev=-8.5 lumo_ha=-0.008 e_tot_ha=-993.52099 relative_energy_kj_mol=662.26
H 0.110004 0.686634 -0.330391 -0.02 -0.05 0.06 0.2970
H -1.288709 0.126463 -0.130761 -0.14 -0.29 -0.26 0.3648
H 1.083928 -2.686999 0.911910 -0.02 0.03 -0.14 0.2588
H 1.032911 -4.113138 1.434944 0.17 -0.38 -0.74 0.2165
H -0.869570 3.656042 0.545283 0.09 -0.05 0.01 0.3058
H 0.034476 4.816736 0.926763 0.11 -0.07 -0.04 0.2947
H -4.087098 1.745487 2.920440 0.02 0.06 -0.05 0.2887
H -3.306807 0.550750 2.397189 0.09 0.10 0.08 0.2972
H 3.972825 2.155129 -1.176767 0.14 -0.33 0.26 0.2803
H 4.273149 2.025504 -2.661032 0.11 -0.03 0.02 0.3198
H -3.870751 -1.717016 -0.402908 0.13 -0.32 -0.22 0.2832
H -2.699821 -2.272392 -1.196962 -0.04 -0.06 -0.02 0.2877
H 2.761519 -0.710337 2.606927 -0.07 -0.19 -0.05 0.3234
H 2.776856 -0.365494 1.126761 0.07 -0.05 0.10 0.2803
H 4.260026 3.893792 -0.701671 0.16 0.27 0.14 0.3439
H 2.810184 3.504088 -0.464752 -0.33 0.31 0.24 0.3228
H -2.929433 1.222361 0.122012 -0.51 0.22 0.14 0.2185
H -3.929219 0.082650 0.229399 0.03 0.47 -0.18 0.3033
H -1.072153 -0.587428 -4.568186 -0.01 -0.14 0.06 0.2924
H -2.584963 -0.569344 -4.713516 -0.02 -0.09 0.15 0.3130
H 3.186302 -0.044405 -3.760547 -0.02 -0.15 0.10 0.2990
H 1.925766 0.627329 -4.280035 -0.01 -0.11 -0.01 0.3091
H -2.164035 -2.618286 2.312427 0.19 -0.06 -0.10 0.2709
H -1.931424 -4.067100 1.916358 0.04 0.08 -0.08 0.2802
H 1.229546 -3.050494 3.736687 0.04 0.16 -0.06 0.2832
H 0.309973 -1.840453 3.751815 -0.13 0.62 1.08 0.1950
O -0.404105 0.115904 0.251802 0.07 0.18 0.06 -0.6092
O 1.210031 -3.207511 1.713256 1.83 -5.20 -7.72 -0.4605
O 0.047742 3.949364 0.506671 -0.13 0.07 -0.03 -0.5913
O -3.705301 1.381351 2.113826 -0.03 -0.04 0.61 -0.6172
O 4.560938 1.709749 -1.797050 -0.12 0.08 -0.37 -0.6109
O -3.424184 -1.639072 -1.253491 -0.02 -0.74 -0.08 -0.5892
O 3.361703 -0.520554 1.877029 -0.05 0.16 -0.06 -0.6119
O 3.585473 3.857495 -0.014175 -0.02 -0.20 -0.27 -0.6674
O -3.547639 0.701753 -0.403136 0.45 0.47 -0.13 -0.5340
O -1.866996 -1.062635 -4.300991 0.08 0.17 -0.18 -0.6006
O 2.261764 -0.220579 -3.968349 0.01 0.27 -0.05 -0.6040
O -2.021748 -3.182630 1.544143 -0.31 -0.01 0.08 -0.5462
O 0.908842 -2.332711 3.179078 -1.83 4.87 7.65 -0.4872

---

39
Properties=species:S:1:pos:R:3:forces:R:3:mulliken_charge:R:1 method="wB97M-V/def2-TZVPD" max_force_ev_per_a=15.15 homo_energy_ev=-7.9 lumo_ha=-0.027 e_tot_ha=-992.99506 relative_energy_kj_mol=2043.09
O 2.574168 -0.909029 -0.445099 1.53 -1.80 -4.12 -0.7550
H 2.214018 -0.278039 0.178101 1.66 0.76 0.61 0.5544
H 3.411808 -1.171789 -0.063569 0.13 0.40 0.35 0.2439
O -0.157122 0.238801 -0.354669 0.26 -2.52 1.89 0.2274
H 0.598678 0.115331 0.219581 -0.47 0.84 0.15 -0.0766
H -0.259242 -0.601769 -0.801039 0.26 1.56 0.09 0.0881
O 2.026068 1.758111 0.991271 2.18 5.00 5.90 -0.9105
H 1.111028 1.945781 1.200341 0.55 1.15 -0.37 0.3931
H 2.018788 1.535621 0.060321 1.60 -0.06 0.99 0.3562
O 0.286508 0.937301 2.053451 -3.91 -0.08 2.38 -0.6528
H 0.593128 0.083911 2.359931 0.24 0.03 0.59 0.2383
H -0.647552 0.945951 2.262511 -0.42 0.24 0.12 0.3012
O -1.611602 -2.239849 0.423011 0.24 -2.93 1.73 -0.7609
H -2.286492 -2.639119 -0.125939 -0.48 -0.15 -0.04 0.3753
H -0.841132 -2.189059 -0.142699 -0.44 -1.14 0.31 0.7821
O -2.245152 1.802231 0.397761 -1.00 2.49 2.56 -0.7632
H -1.767932 1.001111 0.181671 -0.16 0.08 0.40 0.4787
H -2.605452 1.639231 1.269451 -0.23 0.38 0.34 0.3360
O 1.500098 1.666851 -0.904079 -0.58 1.29 -9.87 -0.4044
H 0.601258 1.465821 -1.164629 -0.59 0.90 -0.48 0.3724
H 1.926808 1.949841 -1.712819 0.30 0.25 -0.28 0.2091
O 0.910488 -1.314569 1.118791 -11.38 -9.88 1.54 -0.6409
H 0.509128 -1.688539 0.334381 -0.03 0.04 1.92 -0.2566
H 0.832458 -2.002649 1.779611 0.08 -0.10 0.69 0.1127
O -0.993402 1.882211 -1.539149 0.79 3.53 -2.49 -0.7681
H -0.849712 1.040921 -1.105769 -0.40 1.70 -0.61 0.4830
H -1.407582 2.428611 -0.871209 0.08 0.54 -0.27 0.3226
O -2.394562 -0.305409 -0.354439 -2.93 -1.22 2.31 -0.7552
H -1.842902 -0.884699 0.171241 -0.43 -0.25 0.78 0.5455
H -3.189712 -0.193339 0.166561 -0.52 0.21 -0.38 0.2492
O 2.363428 -0.213319 1.726091 7.76 0.94 5.77 -1.0868
H 1.690918 -0.779559 1.347491 4.97 2.11 1.70 0.5799
H 1.960068 0.654361 1.751631 1.92 1.30 0.35 0.6646
O 0.439188 -1.862229 -0.819649 -0.41 -4.68 -7.69 -0.6710
H 1.308218 -2.242949 -0.946419 1.79 0.40 -0.02 0.3682
H -0.021352 -2.036809 -1.640419 -0.35 -0.37 -1.03 0.3350
O -2.290892 0.222261 -2.429449 -0.36 -1.74 -3.94 -0.6564
H -1.542042 0.131141 -3.018649 -0.10 0.57 -0.74 0.2809
H -1.922432 0.107341 -1.553509 -1.14 0.22 -1.11 0.2604